No. 1
Molecular formula: C26H34NO5PPtSeTe
Method: DFT, the ωB97M-V functional and the def2-TZVPD basis

```
70
Properties=species:S:1:pos:R:3:forces:R:3
Pt 0.229677 -1.603753 -0.702239 0.0914 -0.0128 -0.0217
C -1.070636 1.757415 5.535024 0.0035 -0.0006 0.0013
C -1.026381 0.661841 4.501965 0.0130 -0.0071 -0.0041
C 0.113775 -0.103319 4.310089 -0.0163 0.0139 -0.0121
C 0.177607 -1.091713 3.329242 0.0254 0.0033 0.0090
C 1.469762 -1.834673 3.125855 -0.0102 -0.0073 0.0086
C -0.944974 -1.340919 2.528116 0.0162 -0.0173 -0.0266
Se -0.867257 -2.721315 1.183372 -0.0547 -0.0149 0.0217
C -2.110295 -0.579994 2.715335 -0.0150 0.0012 -0.0135
C -3.342147 -0.798708 1.880579 0.0043 0.0012 0.0166
C -2.125836 0.410385 3.692476 -0.0057 0.0000 -0.0081
H -0.093894 1.894969 6.002105 -0.0015 0.0001 0.0004
H -1.792571 1.535203 6.325477 -0.0014 -0.0015 -0.0006
H -1.367107 2.707151 5.083623 0.0029 0.0028 0.0009
H 0.994604 0.091062 4.916445 -0.0005 0.0011 0.0013
H 2.236246 -1.462229 3.808901 0.0016 0.0003 -0.0024
H 1.823766 -1.724890 2.097955 0.0088 0.0083 0.0003
H 1.338410 -2.906887 3.281930 -0.0092 0.0004 -0.0090
H -3.106625 -0.835097 0.818482 0.0109 0.0011 -0.0001
H -4.066084 0.000943 2.040682 -0.0041 -0.0043 0.0099
H -3.803578 -1.758986 2.125079 -0.0073 0.0028 -0.0063
H -3.019212 1.019109 3.799819 0.0004 -0.0011 0.0052
C 0.839885 3.550534 -1.940990 -0.0017 -0.0006 -0.0034
C 2.041549 2.872479 -2.555557 0.0017 0.0034 0.0019
O 2.737119 2.139414 -1.547404 -0.0007 -0.0123 -0.0005
P 3.187177 0.591630 -1.686564 0.0243 0.0261 -0.0420
O 3.667527 0.129601 -0.375173 -0.0090 -0.0123 0.0121
Te 1.462246 -0.675364 -2.830039 0.0188 0.0151 0.0137
O 4.457704 0.658828 -2.703755 -0.0195 -0.0085 0.0243
C 4.329110 1.007781 -4.073680 -0.0008 0.0099 -0.0060
C 5.357930 0.229831 -4.865664 0.0023 -0.0017 0.0007
H 0.331290 4.166367 -2.686305 0.0004 0.0026 0.0044
H 1.137819 4.182376 -1.103193 0.0021 -0.0009 -0.0017
H 0.133573 2.806719 -1.573710 0.0096 0.0030 -0.0065
H 2.741814 3.602311 -2.975601 -0.0032 0.0012 -0.0014
H 1.716073 2.200377 -3.354046 0.0005 -0.0050 0.0020
H 4.485491 2.086727 -4.182254 -0.0025 -0.0012 -0.0017
H 3.324793 0.772065 -4.438113 -0.0022 -0.0045 0.0047
H 6.363228 0.441338 -4.498176 -0.0014 -0.0014 0.0024
H 5.306300 0.496703 -5.923763 0.0003 0.0019 0.0019
H 5.168886 -0.838679 -4.762627 0.0002 0.0005 -0.0022
C -6.666886 1.808978 -0.140523 -0.0144 0.0049 -0.0150
C -5.211339 2.277359 -0.355324 0.1238 0.0198 0.0672
O -4.892387 3.345252 0.225114 -0.0372 -0.0054 -0.0092
O -4.478238 1.547546 -1.058988 -0.0799 -0.0191 -0.0395
H -7.355863 2.624633 -0.371097 -0.0012 0.0004 0.0013
H -6.804922 1.555202 0.913486 0.0037 -0.0015 -0.0030
H -6.895750 0.937998 -0.754090 -0.0025 0.0003 0.0009
C -0.877437 2.768841 1.226206 0.0098 -0.0016 0.0148
C -1.756133 2.160534 0.345433 0.0358 -0.0138 0.0017
C -1.377548 0.957614 -0.231120 -0.0034 0.0643 0.0562
N -0.206273 0.362002 0.037023 -0.0954 0.0349 -0.0279
C 0.645100 0.969324 0.871353 0.0255 -0.0334 -0.0282
C 0.346037 2.171373 1.483347 0.0025 0.0153 0.0090
H -1.149048 3.702363 1.705526 -0.0101 0.0017 -0.0055
H -2.727562 2.580103 0.108809 -0.0513 -0.0129 -0.0207
H -2.049909 0.457465 -0.915433 0.0218 -0.0294 -0.0076
H 1.591294 0.467796 1.027641 0.0160 0.0044 0.0098
H 1.067782 2.614881 2.156637 0.0032 -0.0066 0.0010
C 1.173327 -6.099146 -2.243839 0.0071 0.0043 0.0014
C -0.116405 -5.591072 -2.302923 -0.0021 0.0097 0.0008
C -0.386624 -4.299403 -1.861315 -0.0070 -0.0152 0.0029
C 0.616424 -3.463709 -1.353976 -0.0214 -0.0116 0.0214
C 1.910813 -4.001627 -1.307101 0.0065 0.0124 -0.0024
C 2.186476 -5.291565 -1.738091 -0.0079 -0.0139 -0.0015
H 1.387101 -7.106652 -2.584158 0.0005 0.0005 0.0006
H -0.923958 -6.204788 -2.689950 0.0000 0.0003 0.0003
H -1.406710 -3.933548 -1.902727 0.0012 0.0071 0.0009
H 2.719195 -3.384780 -0.930333 0.0026 -0.0034 -0.0042
H 3.202645 -5.669614 -1.683291 0.0015 0.0024 0.0014
```
Forces are in eV/Å.

gap between HOMO and LUMO = 5.998 eV
total charge = -2
2S+1 = 1
E = -124423.1953 eV

These are the Mulliken partial charges, in e, on atoms 1 to 5: number 1, Pt, carries 0.47; number 2, C, carries -1.63; number 3, C, carries 0.80; number 4, C, carries -1.07; number 5, C, carries 1.02

=====

No. 2
Molecular formula: C26H35FeN5O2
Method: DFT, the ωB97M-V functional and the def2-TZVPD basis

```
69
Properties=species:S:1:pos:R:3:forces:R:3
Fe -0.497241 -0.297065 0.062232 -1.5976 -1.0933 3.0390
C -1.341305 -1.970120 2.533070 -0.3224 -0.1871 0.1785
C -0.848567 -3.213566 1.827600 0.0564 0.0259 0.1721
C 0.494781 -3.020794 1.213635 -0.0746 0.0141 -0.3625
C 1.558510 -3.849580 1.538457 -0.0528 -0.0221 -0.0054
C 2.754692 -3.747480 0.852017 0.0731 -0.0199 -0.0019
C 2.851981 -2.822776 -0.177722 0.0065 -0.0364 -0.0358
C 1.779821 -1.994317 -0.417014 -0.1186 -0.2248 0.1793
N 0.619568 -2.055951 0.278334 0.9206 0.8637 -0.3729
N -1.884803 -0.939251 1.616264 0.8201 0.1950 -0.4572
C -2.187652 0.272135 2.398289 -0.2712 0.0871 0.2988
C -2.471315 1.359862 1.425636 0.1331 0.2895 0.1200
C -3.397533 2.366021 1.614909 0.0444 0.0273 0.0241
C -3.537757 3.340229 0.636106 0.0053 0.0130 -0.0381
C -2.738619 3.279139 -0.498803 -0.0637 0.0319 0.0773
C -1.836994 2.243315 -0.621657 -0.1340 -0.0437 0.0873
N -1.711672 1.291181 0.323138 0.4471 0.2796 -0.9259
C -3.108694 -1.372903 0.908777 -0.3019 -0.1639 0.2128
C -2.749883 -2.011021 -0.379282 -0.0961 0.0439 -0.2555
C -3.458210 -3.030062 -0.985693 -0.0415 0.0096 -0.0588
C -3.083856 -3.443948 -2.255963 0.0415 0.0303 -0.0182
C -2.006687 -2.826309 -2.882946 -0.0724 -0.0408 0.0082
C -1.328408 -1.837171 -2.206905 -0.0669 0.0080 0.0233
N -1.697021 -1.440176 -0.974857 0.7097 0.3157 -0.8600
H -0.536706 -1.511209 3.107616 0.0055 0.0086 -0.0161
H -2.121816 -2.257305 3.244382 -0.0784 0.1661 -0.0221
H -1.545638 -3.522984 1.048625 -0.0461 -0.1249 0.0615
H -0.804361 -4.030270 2.545840 0.0091 0.0128 0.0226
H 1.435647 -4.581205 2.325962 -0.0382 -0.0367 -0.0529
H 3.587732 -4.392671 1.100108 -0.0108 -0.0008 -0.0071
H 3.744399 -2.741818 -0.782782 -0.0033 0.0154 0.0182
H 1.828488 -1.254312 -1.196119 -0.0047 -0.0134 -0.0560
H -1.321176 0.513857 3.011148 -0.0191 0.0251 0.0088
H -3.029459 0.125402 3.080982 -0.0127 -0.1779 -0.0683
H -3.997184 2.387688 2.515499 -0.0009 -0.0146 -0.0140
H -4.265428 4.132601 0.756264 0.0187 0.0010 -0.0037
H -2.821187 4.019741 -1.281902 0.0134 -0.0103 0.0042
H -1.199712 2.149033 -1.486715 -0.0320 -0.0398 -0.0099
H -3.688820 -0.480241 0.667737 -0.0782 -0.0392 0.0391
H -3.748478 -2.003957 1.530219 0.1485 -0.0406 0.0900
H -4.293324 -3.489857 -0.473547 -0.0097 0.0388 -0.0007
H -3.628153 -4.236295 -2.752928 0.0063 -0.0026 0.0000
H -1.691303 -3.113041 -3.876189 -0.0068 -0.0045 0.0090
H -0.474077 -1.337094 -2.643967 0.0079 -0.0083 0.0493
O 0.524005 0.628509 -1.206186 0.1585 -0.0399 -0.8905
C 1.592257 1.241113 -1.566563 -0.1263 -0.2171 0.2657
C 2.875211 1.159590 -0.787605 -0.0013 0.1388 0.0199
C 3.439967 2.528900 -0.302396 -0.0996 0.1063 -0.0647
C 2.686492 3.762004 -0.806566 0.0724 -0.0510 -0.0427
C 2.860555 4.019029 -2.303753 -0.1173 0.0091 0.0309
C 2.704808 2.752582 -3.144683 0.0962 0.1415 0.0644
N 1.572694 1.930927 -2.676904 0.0617 0.0746 -0.1633
H 3.600334 0.667182 -1.442695 -0.0026 -0.0111 0.0180
H 2.706974 0.499113 0.056794 0.0099 -0.0456 -0.0083
H 4.486170 2.605990 -0.598281 0.0155 -0.0485 0.0467
H 3.425290 2.538268 0.787848 0.0363 -0.0351 0.0022
H 3.039475 4.636264 -0.261067 -0.0346 -0.0001 0.0302
H 1.620101 3.665615 -0.565360 0.0053 0.0349 0.0110
H 3.851009 4.429192 -2.505294 0.0142 -0.0202 0.0049
H 2.141989 4.774371 -2.624856 0.0089 -0.0009 -0.0265
H 3.609470 2.146329 -3.104875 -0.0322 -0.0604 -0.0174
H 2.527256 2.998139 -4.188052 -0.0298 -0.0810 -0.0260
H 0.717828 1.936216 -3.216410 -0.0311 0.0015 0.0151
C 1.641687 0.159069 2.548891 0.0913 -0.0789 -0.0538
O 0.618261 0.592556 1.608790 0.0408 -0.0336 -0.1939
H 1.279765 0.273441 3.569502 -0.0236 0.0145 -0.0134
H 2.548188 0.745068 2.410883 -0.0172 0.0198 -0.0153
H 1.851523 -0.886811 2.344488 -0.0179 0.0060 -0.0257
H 0.476111 1.541891 1.706497 0.0095 0.0195 -0.0480
```
Forces are in eV/Å.

gap between HOMO and LUMO (spin up / spin down) = 8.453 / 8.377 eV
total charge = +3
2S+1 = 2
<S²> = 0.790
E = -73440.0060 eV

These are the Mulliken partial charges, in e, on atoms 1 to 5: number 1, Fe, carries 0.13; number 2, C, carries -0.94; number 3, C, carries -1.05; number 4, C, carries 0.42; number 5, C, carries -0.98

=====

No. 3
Molecular formula: C26H35N3O4S
Method: DFT, the ωB97M-V functional and the def2-TZVPD basis

```
69
Properties=species:S:1:pos:R:3:forces:R:3
C -4.063975 -2.979801 1.232867 -0.0688 0.0043 -0.2239
C -4.167625 -2.314461 -0.136826 0.1405 0.1171 0.2161
C -3.669316 -0.861185 -0.177493 -0.3037 0.1727 -0.2709
C -4.329093 -0.008503 0.908770 0.1015 -0.0432 -0.1294
C -3.953171 -0.259420 -1.558160 0.0719 -0.0471 0.1959
N -2.221864 -0.889681 0.037422 -0.1798 -0.3101 -0.1129
C -1.431994 0.188977 0.151131 0.3987 -0.6056 0.1607
O -1.801151 1.339212 0.038750 -0.1635 0.4006 -0.0412
C 0.032952 -0.167855 0.483774 -0.0123 0.1663 -0.0461
C 0.878769 -0.563474 -0.712207 0.0257 -0.1461 -0.0849
C 0.319489 -0.975994 -1.914781 0.0251 0.0049 0.0405
C 1.126766 -1.378154 -2.960793 0.1047 -0.0982 0.0863
C 2.510523 -1.381748 -2.840695 -0.0665 -0.0731 0.0311
C 3.366704 -1.808292 -3.992029 -0.0542 -0.0398 -0.0282
C 3.065881 -0.969190 -1.638277 -0.0123 -0.0909 -0.0298
C 2.262302 -0.569335 -0.586521 -0.1155 -0.0469 0.0739
N 0.627610 0.902852 1.261378 -0.0780 -0.4344 0.2374
C 0.627736 0.706059 2.697293 -0.2717 0.1558 0.2548
C -0.791423 0.582587 3.269014 0.3371 0.4340 0.0940
C -0.838477 0.842322 4.779427 -0.1205 -0.2017 -0.2022
C -1.958545 -0.086487 5.237192 0.0928 -0.0952 -0.1981
C -1.746249 -1.275825 4.305366 -0.1181 -0.2136 0.3471
O -1.314525 -0.734704 3.069046 -0.0067 -0.0190 -0.1354
C 0.963272 2.126580 0.792661 0.0982 0.0243 -0.4259
O 1.463051 2.970553 1.519594 0.0898 0.3759 0.0007
C 0.806793 2.436697 -0.691515 -0.2209 0.1359 -0.1115
N 2.129526 2.531020 -1.265760 0.0692 0.1732 0.3359
C 2.427496 2.032567 -2.484881 -0.1833 0.2010 0.2604
O 1.589378 1.589200 -3.250357 -0.0647 0.0381 -0.1731
C 3.856090 2.053423 -2.835599 0.4538 -0.1447 -0.4845
C 4.974974 2.314701 -2.091710 -0.4426 -0.0181 -0.0884
C 6.165535 2.158150 -2.826469 0.1959 -0.0267 -0.1476
C 5.933967 1.779575 -4.113125 -0.3708 -0.0562 -0.1182
S 4.263434 1.603432 -4.453385 0.2628 0.2149 0.4835
H -4.263386 -4.045434 1.142632 0.0005 -0.0818 0.0655
H -4.790629 -2.559124 1.922473 -0.0228 0.0293 0.1318
H -3.072175 -2.852268 1.661686 0.1054 -0.0241 0.1337
H -5.209381 -2.329194 -0.461224 0.0154 0.0424 -0.0988
H -3.591944 -2.892641 -0.865040 -0.0306 0.0151 -0.1122
H -4.059009 1.033446 0.764996 -0.0316 0.0675 0.0355
H -5.410305 -0.105596 0.857580 -0.1655 -0.0299 0.0005
H -3.984109 -0.317881 1.891413 -0.0014 -0.0344 0.1600
H -5.024294 -0.173052 -1.718531 -0.1559 -0.0010 -0.0312
H -3.508785 0.729767 -1.622167 0.0014 0.0859 -0.0466
H -3.531673 -0.884470 -2.342868 0.0307 -0.0913 -0.0916
H -1.810655 -1.795652 0.191413 0.1151 0.0849 0.0806
H -0.000777 -1.032342 1.159020 -0.0113 0.1868 -0.0924
H -0.751709 -0.962118 -2.047274 -0.1059 0.0032 -0.0399
H 0.676052 -1.678714 -3.894685 -0.0661 -0.0167 -0.1349
H 3.153087 -2.842026 -4.262525 0.0398 -0.0710 -0.0508
H 3.157022 -1.184598 -4.859309 0.0557 -0.0008 -0.0960
H 4.422660 -1.722391 -3.747534 0.0811 0.0035 -0.0428
H 4.140834 -0.953379 -1.521139 0.1015 -0.0037 -0.0137
H 2.715876 -0.247113 0.340183 0.0419 0.0450 0.0804
H 1.198712 -0.195357 2.944511 -0.0314 0.0280 0.0793
H 1.115459 1.580799 3.133029 -0.0402 -0.1905 -0.0188
H -1.443614 1.285186 2.732790 0.0832 -0.0401 0.0692
H 0.107551 0.544692 5.235280 0.0681 0.0245 0.0447
H -1.025636 1.888693 5.003858 0.0651 0.0669 0.0072
H -2.930633 0.370091 5.048631 -0.0456 -0.0002 0.0330
H -1.889074 -0.362505 6.286388 -0.0474 -0.0042 0.0577
H -2.653882 -1.856485 4.123897 0.0565 -0.0022 0.0403
H -0.972085 -1.947341 4.705107 -0.1045 0.0365 -0.0164
H 0.290754 3.402782 -0.754406 -0.0320 -0.2163 0.0475
H 0.243634 1.702738 -1.261016 0.0595 0.1852 0.0927
H 2.835141 2.955596 -0.685713 0.0501 -0.0270 -0.1342
H 4.960292 2.598730 -1.054147 -0.0474 0.0319 0.2039
H 7.146675 2.319110 -2.416157 0.1677 0.0172 0.0345
H 6.655165 1.594251 -4.884259 0.1870 -0.0269 -0.1432
```
Forces are in eV/Å.

gap between HOMO and LUMO = 9.251 eV
2S+1 = 1
E = -51027.4954 eV

These are the Mulliken partial charges, in e, on atoms 1 to 5: number 1, C, carries -1.04; number 2, C, carries -1.09; number 3, C, carries 1.55; number 4, C, carries -1.77; number 5, C, carries -1.98